(1)
44
Properties=species:S:1:pos:R:3:forces:R:3 method="wB97M-V/def2-TZVPD" charge=+1 spin_multiplicity=1 lumo_ev=-4.8367 orbital_gap_ev=7.034
C 3.04422 -0.72148 1.23973 0.185 0.216 0.140
C 1.86830 -1.59195 1.05564 -1.713 -1.066 0.239
N 0.89733 -1.85105 1.87578 1.028 0.559 -0.540
C -0.02696 -2.79685 1.21754 0.115 0.231 0.648
C 0.59871 -3.00602 -0.13305 0.100 -0.324 -1.092
O 1.81028 -2.21066 -0.14588 -0.092 0.090 0.347
H 3.03963 -0.25854 2.22712 0.013 -0.084 -0.154
H 3.95273 -1.32410 1.11305 -0.184 0.216 -0.003
H 3.02948 0.05999 0.46976 0.097 -0.182 0.157
H -0.08448 -3.74011 1.77412 0.001 0.276 0.086
H -1.04207 -2.38727 1.14492 0.221 0.043 0.159
H 0.87652 -4.04890 -0.29575 0.015 0.177 -0.195
H -0.04593 -2.64878 -0.93949 0.228 -0.148 -0.052
C -5.89588 -2.08290 3.82903 0.050 0.028 0.112
O -4.70249 -2.78921 4.23283 1.133 0.955 0.180
C -3.54122 -2.09532 4.34563 -0.439 -0.203 -0.507
C -2.36023 -2.85562 4.57515 -0.332 0.008 -0.100
C -1.13592 -2.25398 4.45681 0.063 0.311 -0.132
C -1.00491 -0.85791 4.15306 -0.325 -0.053 0.130
C 0.27819 -0.33884 3.86304 -0.346 -0.302 0.858
C 0.61425 1.01845 3.56627 0.357 0.961 -0.828
C 1.88596 1.51842 3.97977 -0.414 -0.394 -0.097
C 2.28014 2.81338 3.69322 -0.079 -0.139 0.108
C 1.43367 3.67236 2.97525 -0.006 -0.188 0.089
C 1.87196 5.06580 2.63964 -0.037 0.286 -0.042
C 0.18152 3.20163 2.55441 -0.049 -0.191 0.014
C -0.21523 1.89231 2.80070 0.264 -0.176 0.483
C -2.20576 -0.08078 4.15501 0.075 -0.262 -0.210
C -3.44817 -0.68745 4.19060 -0.127 -0.149 -0.071
H -6.66983 -2.84848 3.83657 0.038 0.185 -0.023
H -6.14702 -1.28370 4.54117 0.067 -0.305 -0.151
H -5.79223 -1.66140 2.81757 0.091 -0.187 0.311
H -2.45328 -3.92492 4.76319 -0.005 0.303 -0.025
H -0.22389 -2.84034 4.57178 -0.236 0.075 -0.134
H 1.10908 -1.03036 4.01048 -0.247 0.366 0.241
H 2.52906 0.85437 4.56313 -0.094 0.248 -0.203
H 3.25336 3.17717 4.03447 -0.339 -0.146 -0.118
H 1.01910 5.66083 2.30026 0.182 -0.035 0.054
H 2.32861 5.57006 3.50009 -0.108 -0.168 -0.150
H 2.61873 5.06652 1.83368 -0.154 -0.094 0.166
H -0.48339 3.88966 2.02496 0.235 -0.347 0.048
H -1.15499 1.51485 2.39492 0.346 0.193 0.035
H -2.14328 1.00730 4.11782 -0.084 -0.388 -0.047
H -4.35981 -0.09664 4.04835 0.508 -0.194 0.268

---

(2)
44
Properties=species:S:1:pos:R:3:forces:R:3 method="wB97M-V/def2-TZVPD" spin_multiplicity=1 lumo_ev=-2.3533 orbital_gap_ev=3.371
C 6.98041 -0.34793 0.81680 -0.735 -0.403 0.798
C 6.16015 0.87909 0.04406 3.172 1.911 -5.202
O 6.76043 1.36561 -1.05846 -4.211 -2.863 6.879
O 4.86846 1.42421 0.49577 2.042 -2.136 -1.567
C 3.78745 1.13968 -0.47610 -0.632 0.524 -1.476
C 2.53282 2.18105 -0.22510 0.409 -0.230 -0.250
C 1.05819 1.40729 -0.12440 0.542 0.494 -0.139
C 0.45885 1.11634 -1.63807 0.067 0.576 0.428
C -1.12800 0.67329 -1.64642 1.026 1.363 -1.663
N -1.40401 -0.69432 -1.05824 -1.585 -3.856 2.144
C -0.32728 -1.79272 -0.93244 -2.526 -2.086 1.250
C -0.64759 -3.31025 -0.32985 -3.224 2.884 -0.272
I 0.94153 -4.86209 -0.22523 -1.678 1.805 -0.143
C -2.16827 -3.67114 0.16508 0.972 2.678 -1.266
F -2.46125 -5.02451 0.69013 0.990 5.095 -1.959
C -3.29795 -2.45565 0.00420 3.524 -0.267 -0.708
C -2.85900 -0.96863 -0.62298 1.084 -3.413 0.911
C -4.08510 0.12463 -0.76384 0.113 -0.125 -0.562
C -4.06919 1.31623 0.36406 1.119 0.044 0.452
C -3.61136 0.83713 1.86695 -0.128 1.002 0.427
I -6.16020 2.07320 0.55108 1.028 -0.330 -0.469
H 7.91895 0.03957 1.42064 -2.131 -0.434 -1.353
H 6.28159 -0.94684 1.56985 1.402 1.539 -1.579
H 7.38726 -1.14354 0.05109 -0.986 2.003 1.177
H 3.44189 0.01925 -0.37709 0.681 2.111 -0.074
H 4.19342 1.34321 -1.58007 -0.717 -0.661 2.499
H 2.78097 2.81181 0.74227 -0.678 -1.428 -1.933
H 2.53154 2.93006 -1.15168 -0.154 -1.544 2.107
H 0.37300 2.12347 0.52411 1.105 -1.652 -1.565
H 1.16838 0.38360 0.43247 -0.149 2.003 -0.859
H 1.13187 0.33057 -2.18586 -1.304 1.453 0.988
H 0.55022 2.12764 -2.25753 -0.408 -2.216 1.260
H -1.71768 1.55618 -1.12251 1.006 -2.363 -0.811
H -1.47265 0.61583 -2.78790 0.656 0.185 2.511
H 0.79865 -1.63051 -1.28933 -3.028 0.000 0.838
H -4.40137 -2.72360 0.32479 2.475 0.997 -0.542
H -4.08582 0.56899 -1.86983 0.164 -0.908 2.402
H -5.10835 -0.45775 -0.65955 2.393 0.920 -0.051
H -3.43342 2.26484 0.03431 -1.488 -2.139 0.481
H -3.64359 -0.32856 2.04026 -0.173 2.091 0.029
H -2.54542 1.31070 2.12098 -2.105 -1.218 -0.727
H -4.35818 1.36038 2.63491 1.753 -1.493 -1.621
O -4.63765 -1.69340 3.38243 0.082 0.924 -1.684
H -4.48276 -2.27246 4.10626 0.233 -0.836 0.893

---

(3)
10
Properties=species:S:1:pos:R:3:forces:R:3 method="wB97M-V/def2-TZVPD" spin_multiplicity=1 lumo_ev=0.4500 orbital_gap_ev=10.284 smiles=N#[N+][S-].C#CC(F)F
N 1.75468 0.34776 -0.67060 2.869 -0.341 1.586
N 2.57879 0.07791 0.07414 -4.427 1.266 -3.651
S 3.50323 -0.38490 1.18830 1.869 -0.738 1.879
C -0.27765 -1.26545 0.80057 -1.752 0.663 0.192
C -0.74661 -0.30218 0.21989 0.502 -1.655 0.879
C -1.51947 0.68439 -0.56495 -0.604 -1.344 0.297
F -0.99330 0.86612 -1.76206 0.829 0.065 -1.754
F -1.47549 1.90203 0.02054 -0.831 -0.090 0.430
H -0.27950 -2.13397 1.47286 0.621 0.827 -0.793
H -2.54468 0.20829 -0.77868 0.925 1.346 0.936

---

(4)
177
Properties=species:S:1:pos:R:3:forces:R:3 method="wB97M-V/def2-TZVPD" spin_multiplicity=1 lumo_ev=0.5106 orbital_gap_ev=8.642 smiles=COCCNCCOC.COCCNCCOC.COCCNCCOC.COCCNCCOC.COCCNCCOC.COCCNCCOC.COCCNCCOC.O.O.O
C -6.60843 -1.80736 -1.27906 -0.253 0.964 -0.473
O -6.07319 -0.50109 -1.11732 -0.046 0.818 0.620
C -7.09176 0.51687 -1.13498 -0.063 -0.222 0.718
C -6.47532 1.91209 -0.95134 0.891 -0.419 -0.637
N -5.72976 2.05141 0.29879 -0.553 1.148 0.243
C -5.08060 3.36391 0.42921 -0.642 0.152 -0.449
C -4.32449 3.49196 1.73592 0.778 -0.806 -0.304
O -3.19740 2.55851 1.78593 -1.145 0.728 -0.763
C -2.30203 2.84637 2.83937 -0.887 0.956 -0.147
H -5.77346 -2.51410 -1.36073 -0.290 0.239 -0.127
H -7.19453 -1.70535 -2.21012 0.022 -0.990 0.212
H -7.26029 -2.09418 -0.44062 0.086 0.062 -0.153
H -7.82612 0.36007 -0.32537 0.346 -0.176 0.090
H -7.68622 0.40592 -2.04988 0.255 0.366 -0.244
H -7.23398 2.70803 -0.98515 -0.159 -0.457 0.205
H -5.84990 2.13314 -1.84943 0.025 -0.219 0.354
H -5.07441 1.32696 0.54860 -0.020 -0.292 -0.532
H -5.81067 4.21497 0.34526 0.066 -0.911 0.580
H -4.47565 3.59521 -0.44730 0.795 -0.223 -0.126
H -5.02023 3.21124 2.52833 0.042 0.299 0.312
H -3.95114 4.52095 1.84234 -0.087 -0.198 0.168
H -1.49782 2.13436 2.76911 0.442 -0.036 0.117
H -2.84667 2.77433 3.77682 0.190 -0.234 0.471
H -1.97203 3.89619 2.76659 0.348 -0.308 -0.089
C -0.99851 2.80848 -0.51721 0.417 0.115 -1.191
O -0.42380 3.65119 -1.50886 0.209 0.170 -0.444
C -1.35259 4.31829 -2.36173 0.101 -1.084 0.950
C -0.63324 5.24622 -3.25789 0.041 0.952 -2.140
N -0.20937 4.64613 -4.51325 0.542 -0.825 -0.427
C 0.84889 5.26819 -5.31704 -1.174 -0.392 0.806
C 1.20603 4.35854 -6.45746 0.491 0.359 -0.778
O 0.04872 4.17083 -7.27153 -0.134 -0.194 0.594
C 0.22774 3.47857 -8.50341 0.679 -0.011 0.844
H -0.15668 2.55559 0.13451 -0.649 -0.035 0.152
H -1.42832 1.90128 -0.97809 0.246 0.056 0.105
H -1.81983 3.32968 -0.05735 -0.201 0.167 0.742
H -2.01581 4.93208 -1.74080 -0.367 -0.342 0.033
H -1.89411 3.56255 -2.96460 -0.205 0.342 0.308
H 0.25543 5.62560 -2.77222 0.132 0.254 0.313
H -1.31387 6.08194 -3.51361 0.212 0.127 0.529
H -0.95878 4.30027 -5.10872 0.110 0.360 0.294
H 1.70772 5.35659 -4.67551 0.617 0.095 0.281
H 0.63533 6.28296 -5.69088 -0.276 -0.124 -0.032
H 1.71105 3.44231 -6.08522 -0.748 0.021 -0.270
H 1.97050 4.91065 -7.02309 0.035 -0.186 -0.305
H 1.05400 3.98042 -9.02134 -0.065 -0.375 -0.338
H -0.69271 3.56072 -9.07647 -0.005 0.140 0.051
H 0.43414 2.40738 -8.31624 0.068 0.388 -0.197
C 2.35413 -2.62778 3.66243 -1.101 0.211 0.421
O 3.29706 -2.34694 2.69227 0.883 0.850 -1.246
C 2.85277 -1.46173 1.62725 0.842 -1.334 0.229
C 4.02217 -1.48158 0.61228 -0.820 0.372 0.579
N 4.22671 -2.81614 0.12894 -0.259 -0.892 -0.324
C 5.36135 -3.01003 -0.74871 1.522 1.082 1.350
C 5.77540 -4.44450 -0.92094 -1.480 -1.285 -0.886
O 5.84875 -5.09212 0.34024 0.553 0.555 0.205
C 6.08292 -6.47825 0.32061 -0.756 -0.419 -0.250
H 2.01426 -1.70822 4.16359 0.068 -0.215 0.074
H 2.79405 -3.31234 4.39404 0.001 0.089 -0.141
H 1.46057 -3.09241 3.21339 0.062 -0.068 0.137
H 2.52822 -0.49263 2.01090 0.530 0.162 0.073
H 1.98083 -1.90906 1.18199 -0.585 -0.289 -0.376
H 4.87807 -1.10653 1.17028 0.527 0.316 -0.069
H 3.83352 -0.86930 -0.26212 -0.108 0.522 0.042
H 4.33380 -3.40160 0.93705 0.053 -0.477 0.243
H 6.28947 -2.52765 -0.31883 -0.590 0.033 -0.155
H 5.21732 -2.51231 -1.70455 -0.190 -0.160 -0.252
H 6.70291 -4.48440 -1.52920 -0.173 -0.147 0.533
H 4.97738 -4.97787 -1.49427 0.443 0.216 0.054
H 6.19342 -6.83629 1.35685 0.145 0.327 -0.437
H 6.94053 -6.74566 -0.29130 0.461 0.046 0.093
H 5.23470 -7.04281 -0.12304 0.103 0.381 0.158
C -2.94749 -0.43103 0.34279 0.218 -0.885 -0.081
O -1.77157 -1.21420 0.47325 0.503 0.421 -0.096
C -1.96779 -2.62918 0.41344 -0.144 0.974 0.627
C -2.40236 -3.26422 1.73315 1.505 1.053 0.199
N -1.32361 -2.97550 2.73271 -1.208 -1.218 -0.328
C -1.63010 -3.53268 4.03781 -0.087 0.159 0.842
C -1.15488 -4.95648 4.15567 0.656 -0.224 0.514
O -1.58446 -5.45142 5.44648 0.218 0.759 -1.030
C -1.41240 -6.84383 5.59292 -0.165 0.962 0.764
H -3.54550 -0.69016 1.20155 -0.831 0.409 0.224
H -3.49017 -0.64189 -0.58414 -0.015 -0.196 0.010
H -2.66849 0.60922 0.33109 0.100 0.327 0.304
H -0.97056 -2.98558 0.16425 -0.240 -0.475 -0.302
H -2.73365 -2.76922 -0.33137 -0.073 -0.640 -0.670
H -2.48350 -4.33279 1.49710 0.145 0.058 0.454
H -3.38137 -2.92327 2.09792 -0.035 0.056 -0.182
H -1.05815 -2.00351 2.79985 -0.315 0.134 -0.274
H -2.69885 -3.64194 4.29603 -0.149 0.615 -0.388
H -1.20801 -2.90651 4.84240 0.028 -0.333 -0.339
H -0.05977 -5.00384 4.05675 -0.038 -0.039 0.294
H -1.52257 -5.50528 3.27255 -0.362 -0.343 0.499
H -0.48788 -7.10526 5.12055 0.625 -0.710 -0.171
H -2.25655 -7.31480 5.13753 -0.458 -0.845 -0.434
H -1.40413 -7.07911 6.67242 0.111 0.096 -0.516
C -0.05301 -0.55781 -2.51684 -0.294 -0.951 -1.361
O -0.21598 -1.53678 -3.59825 0.056 0.785 0.597
C -0.93178 -1.09341 -4.75135 -0.101 -0.330 0.777
C -0.20546 -0.06183 -5.60247 -0.451 0.519 -1.236
N -0.82236 0.08731 -6.96099 0.038 -0.068 0.694
C -2.16845 0.68394 -6.90299 0.738 -0.773 0.085
C -2.76391 0.88631 -8.27047 -1.220 -0.354 -1.106
O -2.81338 -0.35578 -8.95914 0.687 -1.098 1.297
C -3.18429 -0.36795 -10.30327 0.576 1.846 0.337
H 0.62329 -1.04495 -1.82957 0.325 0.244 0.128
H -0.96307 -0.31046 -1.98068 -0.598 -0.369 -0.042
H 0.30270 0.38504 -2.90877 0.587 0.204 -0.043
H -1.90202 -0.70046 -4.39903 0.087 -0.103 -0.343
H -1.10724 -2.00873 -5.36411 0.065 0.593 0.427
H 0.82250 -0.33955 -5.79835 0.293 -0.337 0.274
H -0.17281 0.93993 -5.14971 -0.129 -0.239 0.029
H -0.85174 -0.83750 -7.38637 -0.184 0.243 -0.061
H -1.99057 1.63867 -6.42425 -0.427 0.424 0.137
H -2.86894 0.08090 -6.28684 0.154 0.348 -0.301
H -2.31617 1.65272 -8.90818 0.656 -0.016 0.192
H -3.80986 1.19202 -8.18426 -0.180 0.371 0.388
H -3.14403 -1.37988 -10.67065 -0.419 -0.253 -0.028
H -2.43915 0.22766 -10.83357 0.132 -0.012 -0.536
H -4.12445 0.18278 -10.42398 -0.337 -0.573 -0.288
C 2.68182 -4.34502 8.54238 0.111 0.517 -0.345
O 1.72650 -3.32631 8.77167 0.185 0.208 0.165
C 0.94310 -2.95305 7.67113 -0.996 -0.375 -0.451
C 0.06158 -1.75250 8.05322 1.201 -0.473 1.176
N -0.91516 -1.49293 7.05671 -0.530 -0.742 -1.231
C -2.03260 -0.61805 7.31370 0.954 0.218 1.198
C -3.02596 -0.55352 6.20850 -0.244 0.607 -0.353
O -2.46483 0.08883 5.07881 0.370 -0.392 -1.124
C -3.31081 0.05201 3.94146 -0.052 0.030 -0.618
H 3.17765 -4.42459 9.51462 0.056 -0.478 -0.337
H 3.41996 -4.00686 7.78309 -0.255 -0.225 0.312
H 2.24770 -5.30989 8.18815 0.076 0.564 0.400
H 0.25471 -3.78594 7.44542 0.161 0.135 -0.335
H 1.53047 -2.71438 6.77192 0.184 -0.116 0.122
H 0.75851 -0.92540 8.30526 -0.410 0.060 -0.124
H -0.39350 -2.08104 8.99233 -0.313 0.321 -0.010
H -0.47778 -1.28116 6.17739 0.201 0.195 -0.250
H -1.64779 0.35948 7.61077 -0.352 0.529 -0.043
H -2.56802 -1.02408 8.16580 -0.151 -0.021 0.359
H -3.86575 0.12099 6.44532 -0.189 -0.788 0.600
H -3.31108 -1.59664 6.01246 -0.331 0.258 -0.368
H -4.26937 0.56882 4.06959 0.132 0.317 0.389
H -3.60332 -0.94904 3.62424 0.274 -0.510 0.305
H -2.81044 0.50247 3.07359 -0.004 -0.130 0.571
C 2.30042 3.66477 1.71655 -0.415 -0.536 0.018
O 3.62578 3.22707 1.60087 0.205 0.168 0.016
C 4.32020 4.10778 0.75268 -0.449 0.037 0.059
C 5.76911 3.83965 0.90625 1.380 0.001 0.426
N 6.29227 2.57861 0.38930 0.304 0.631 -1.509
C 6.42866 2.64996 -1.10606 -0.130 -0.835 0.769
C 6.55100 1.28331 -1.78333 -0.303 0.202 0.003
O 5.24935 0.68743 -1.81122 0.279 -0.071 -0.228
C 4.61086 0.84931 -3.05360 0.087 0.143 -0.118
H 2.21543 4.72032 2.01280 0.167 -0.168 0.218
H 1.84465 3.00001 2.45246 -0.315 0.241 -0.116
H 1.82875 3.56793 0.73773 -0.434 -0.046 -0.005
H 4.10883 5.12956 1.11228 0.091 -0.012 -0.456
H 3.98079 3.98083 -0.29390 -0.053 0.213 0.229
H 5.99269 3.87921 1.98674 0.016 0.134 -0.371
H 6.32055 4.63618 0.40011 0.103 0.106 0.198
H 5.67823 1.84155 0.68345 -0.272 -0.541 -0.159
H 7.31103 3.22046 -1.38389 0.177 0.303 0.356
H 5.55865 3.14704 -1.56373 0.122 -0.011 -0.048
H 7.17045 0.55693 -1.24765 0.182 0.427 0.089
H 6.98148 1.42892 -2.81128 -0.505 -0.269 0.723
H 5.14116 0.29094 -3.84068 -0.201 0.072 0.093
H 4.56917 1.91061 -3.34912 -0.044 -0.142 0.006
H 3.60168 0.47110 -2.92942 -0.151 -0.114 -0.193
O 2.10943 1.31594 -0.68729 -0.124 0.000 -0.043
H 2.18857 1.88336 -1.45929 -0.293 0.146 -0.092
H 3.01752 1.20322 -0.40318 0.463 -0.125 0.221
O 0.48181 0.12278 4.36127 0.334 0.068 -0.254
H 0.44659 0.37638 3.42140 0.023 -0.208 0.048
H -0.43005 0.14556 4.65067 -0.603 0.170 0.122
O 0.25388 0.46373 1.47917 -0.315 -0.096 -0.389
H 0.95824 0.77874 0.88598 -0.350 -0.139 -0.022
H -0.36488 -0.07983 0.93170 0.560 0.230 0.481